Entry 1:
Here is 2 unconnected molecules or ions with the total composition C4H4Cl2 at a distorted geometry from the Open Molecules 2025 dataset. Energies are from ωB97M-V with the def2-TZVPD basis set.

Each line ends with the Löwdin charge.
Atoms and positions in Å:
1 C 1.41838 0.04527 1.34799  -0.112
2 C 2.35318 0.04056 0.35947  -1.337
3 Cl 3.10562 -1.31853 -0.21333  0.662
4 Cl 2.81128 1.43550 -0.51215  0.616
5 H 1.15882 1.00583 1.81728  0.062
6 H 0.87267 -0.84261 1.77450  0.083
7 C -0.72371 -0.43905 -1.08043  -0.002
8 C -0.79324 0.76475 -1.10334  0.001
9 H -0.91148 -1.44940 -1.37235  0.026
10 H -0.67101 1.73875 -0.78967  0.002

Forces on the atoms, in the same order (eV/Å):
0.6 0.1 -0.3
-2.3 0.6 2.2
0.6 -1.9 -0.7
0.1 0.8 0.2
-0.1 -0.4 -0.7
1.3 0.8 -0.6
-0.8 0.4 -1.1
0.4 -1.9 0.6
0.3 -0.1 0.3
0.0 1.6 0.1

For the HOMO energy, the calculation gives -9.25 eV. Its SMILES is C=C(Cl)Cl.C#C. The value obtained for the frontier orbital gap is 10.1 eV.

---

Entry 2:
Here is a single C4H4Cl2 molecule at a distorted geometry from the Open Molecules 2025 dataset. Energies are from ωB97M-V with the def2-TZVPD basis set.

Each line ends with the Löwdin charge.
Atoms and positions in Å:
1 Cl -2.07432 1.29711 -0.11899  0.586
2 C -0.61000 0.58422 0.60409  -0.616
3 C -0.62692 -0.99952 0.30071  -0.081
4 C 0.53728 -0.95878 -0.33629  -0.134
5 C 0.60090 0.52685 -0.42265  -0.702
6 Cl 2.14918 1.33883 0.07642  0.539
7 H -0.47352 0.86132 1.65153  0.100
8 H -0.99685 -1.95805 0.60820  0.095
9 H 1.17354 -1.65086 -1.01128  0.144
10 H 0.32071 0.95888 -1.35173  0.069

Forces on the atoms, in the same order (eV/Å):
0.0 0.5 0.4
-0.4 -2.9 -1.3
2.0 0.6 1.1
1.2 -0.1 -2.7
0.3 0.6 1.8
-0.5 -0.3 -0.1
0.1 0.2 -0.5
-1.4 0.2 0.4
-1.2 0.9 1.7
-0.1 0.3 -0.8

For the HOMO energy, the calculation gives -10.47 eV. Its SMILES is Cl[C@H]1C=C[C@@H]1Cl. The value obtained for the frontier orbital gap is 11.3 eV.